{"formula": "C20H7Cl68IN5", "method": "the ωB97M-V functional and the def2-TZVPD basis", "lumo_ev": -4.4, "homo_lumo_gap_ev": 7.82, "total_charge": 1, "symbols": ["I", "Cl", "Cl", "Cl", "Cl", "Cl", "Cl", "Cl", "Cl", "Cl", "Cl", "Cl", "Cl", "Cl", "Cl", "Cl", "Cl", "Cl", "Cl", "Cl", "Cl", "Cl", "Cl", "Cl", "Cl", "Cl", "Cl", "Cl", "Cl", "Cl", "Cl", "Cl", "Cl", "Cl", "Cl", "Cl", "Cl", "Cl", "Cl", "Cl", "Cl", "Cl", "Cl", "Cl", "Cl", "Cl", "Cl", "Cl", "Cl", "Cl", "Cl", "Cl", "Cl", "Cl", "Cl", "Cl", "Cl", "Cl", "Cl", "Cl", "Cl", "Cl", "Cl", "Cl", "Cl", "Cl", "Cl", "Cl", "Cl", "N", "N", "N", "N", "N", "C", "C", "C", "C", "C", "C", "C", "C", "C", "C", "C", "C", "C", "C", "C", "C", "C", "C", "C", "C", "H", "H", "H", "H", "H", "H", "H"], "positions_angstrom": [[-3.84, 0.54, 5.13], [1.29, 12.20, 1.54], [5.83, 2.38, 1.90], [2.12, -1.91, -0.73], [-0.05, 0.88, -0.88], [-2.26, -3.59, 0.00], [0.40, 9.42, 2.60], [-7.77, -2.52, 5.36], [-4.01, -11.32, -1.67], [-0.94, 1.82, -3.49], [-1.99, -5.65, -2.03], [6.70, -8.52, -6.65], [3.25, -2.22, -4.47], [-3.27, -2.96, 9.85], [-2.64, -8.80, -1.18], [-4.18, 2.08, -6.36], [8.37, -0.60, 5.79], [-2.52, 3.44, -8.32], [3.70, 3.77, -3.20], [5.03, -2.06, -0.69], [-1.74, -0.81, -2.53], [0.50, 11.51, -4.24], [11.16, -0.45, 6.60], [-7.92, -4.62, 3.35], [9.50, 1.94, 6.65], [4.08, 3.92, 3.65], [-8.41, -1.85, 2.60], [3.70, 0.35, -1.64], [-5.54, -8.87, -1.30], [0.27, 7.80, 0.19], [-5.01, -6.88, 1.02], [4.65, -3.95, -6.34], [-1.91, 3.68, -5.49], [-1.71, -0.78, 8.74], [8.01, -4.67, 2.38], [7.36, -4.00, -0.38], [-1.08, 9.24, -3.34], [9.05, -0.18, 8.59], [0.87, 4.34, -2.86], [-4.27, 4.98, -6.58], [-5.94, -4.13, 0.89], [0.42, 10.83, -1.41], [-5.96, -5.79, -1.50], [0.79, 14.96, 0.79], [6.44, 2.61, 4.74], [0.09, -3.63, -1.72], [2.67, 9.34, 0.78], [1.44, 14.30, 3.55], [-0.27, -5.69, 0.31], [1.82, 9.10, -3.29], [-3.35, -2.43, 6.99], [3.62, -0.33, 1.19], [2.30, 2.80, -0.85], [8.35, -7.16, -8.61], [-0.95, -3.53, 8.20], [4.17, 1.02, 3.87], [1.75, -3.81, -6.39], [5.43, -5.43, 1.26], [-1.14, 13.54, 2.43], [2.01, 7.01, 2.39], [1.02, -0.33, -3.30], [6.61, -5.62, -6.87], [7.86, -6.77, 0.37], [2.83, 5.64, -1.15], [3.33, -1.54, -7.29], [-10.35, -3.28, 4.24], [8.97, -6.92, -5.78], [-7.84, -6.33, 0.66], [-3.98, -9.25, -3.72], [-5.42, -1.98, 1.63], [-4.68, -0.96, 3.96], [-4.61, -0.07, 0.49], [-5.75, -1.89, -1.12], [-4.31, 0.26, 1.80], [5.13, 2.48, 3.54], [0.42, 10.17, -3.07], [-2.32, -2.42, 8.44], [7.66, -7.06, -6.98], [-3.22, 3.55, -6.69], [1.34, 8.39, 1.49], [-1.11, -4.64, -0.86], [-4.80, -0.93, 2.59], [3.24, -2.88, -6.12], [-5.31, -1.39, 0.24], [2.43, 4.14, -2.01], [-0.43, 0.39, -2.55], [-8.61, -3.07, 3.89], [9.52, 0.18, 6.91], [-4.23, 1.02, -0.51], [7.16, -5.22, 0.90], [-6.19, -5.78, 0.27], [3.62, -0.99, -0.47], [0.59, 13.75, 2.08], [-4.04, -9.56, -1.97], [-3.21, 0.75, -1.05], [-4.09, 2.08, 0.02], [-5.04, -1.81, 4.45], [-6.63, -2.43, -0.93], [-5.13, 1.06, -1.29], [-5.03, -2.57, -1.49], [-3.86, 1.16, 2.08]], "mulliken_charge": [0.2620, 0.0130, -0.0697, 0.1218, -0.0301, 0.0035, -0.0702, -0.0957, -0.0869, 0.1168, -0.0334, -0.0994, 0.0480, -0.0759, -0.0532, -0.1014, -0.0763, -0.0846, -0.1102, 0.0387, 0.0195, -0.0971, -0.0913, -0.0531, -0.0967, -0.0437, -0.0840, 0.0196, -0.0613, -0.0147, -0.0546, -0.0751, -0.0013, -0.0997, -0.0776, -0.0965, -0.0880, -0.0883, 0.0115, -0.0882, 0.1859, 0.0470, -0.0899, -0.0943, -0.0147, 0.0162, -0.0721, -0.0931, -0.1018, -0.0585, -0.0487, 0.0394, 0.0069, -0.0924, -0.0810, -0.1182, -0.1015, -0.0779, -0.1079, -0.0128, 0.0793, -0.0869, -0.0906, 0.0030, -0.0989, -0.0810, -0.0959, -0.0955, -0.0978, -0.1708, -0.4103, 0.5387, -0.4507, -0.2851, 0.2564, 0.2277, 0.2922, 0.3679, 0.2649, 0.1690, 0.0370, 0.1962, 0.2240, 0.1170, 0.0893, -0.1026, 0.2880, 0.3455, -0.7117, 0.3372, 0.1587, -0.1609, 0.2438, 0.2748, 0.0702, 0.3490, 0.2126, 0.3623, 0.2897, 0.3125, 0.2451]}

{"formula": "C21H11F5NO4SeY", "method": "the ωB97M-V functional and the def2-TZVPD basis", "lumo_ev": -0.2, "homo_lumo_gap_ev": 8.89, "relative_energy_kcal_mol": 0.0, "symbols": ["Y", "Se", "F", "F", "F", "F", "F", "O", "O", "O", "O", "N", "C", "C", "C", "C", "C", "C", "C", "C", "C", "C", "C", "C", "C", "C", "C", "C", "C", "C", "C", "C", "C", "H", "H", "H", "H", "H", "H", "H", "H", "H", "H", "H"], "positions_angstrom": [[1.21, -1.35, -2.46], [2.14, -2.22, -5.12], [-1.10, -0.14, -2.87], [-3.62, 0.90, -2.60], [-2.36, -3.91, -0.37], [-4.84, -2.89, -0.08], [-5.51, -0.50, -1.18], [3.01, -1.27, 1.34], [-0.44, -2.48, -1.80], [2.52, -1.59, -0.82], [1.17, 0.51, -1.08], [1.74, 0.53, -4.17], [-1.37, -1.75, 1.98], [1.97, -0.46, -4.75], [-2.14, 0.47, 1.51], [3.49, 3.56, 2.13], [2.13, 1.43, 0.96], [2.44, -0.97, 0.33], [-1.68, -2.05, -1.65], [2.93, 2.26, 0.19], [-3.33, -0.29, -2.06], [3.60, 3.33, 0.77], [-3.93, -2.22, -0.79], [0.13, -0.16, 0.99], [-0.89, 0.79, 1.02], [-0.12, -1.44, 1.47], [-2.38, -0.81, 1.99], [-2.06, -0.82, -2.18], [1.45, 0.23, 0.34], [2.02, 1.67, 2.33], [2.69, 2.73, 2.91], [-2.66, -2.74, -0.94], [-4.28, -1.00, -1.35], [2.60, 2.90, 3.97], [0.62, 1.30, -1.15], [4.23, 3.97, 0.16], [0.67, -2.18, 1.47], [3.05, 2.07, -0.87], [-1.56, -2.75, 2.36], [-2.92, 1.22, 1.52], [-0.69, 1.81, 0.68], [1.41, 1.01, 2.94], [4.01, 4.39, 2.59], [-3.36, -1.07, 2.38]], "mulliken_charge": [1.0993, -0.2564, -0.4572, -0.3279, -0.4170, -0.3513, -0.3314, -0.5814, -0.8810, -0.8587, -0.3603, -0.5594, -1.0596, 0.4338, -1.0600, -0.4123, -0.3872, 0.0476, 0.8809, -0.4735, -0.1195, -0.8600, 0.1328, 0.0175, -0.2909, -0.0985, -0.4149, 0.3015, 2.8110, -0.2331, -0.8904, 0.2675, 0.8481, 0.4001, 0.4378, 0.4006, 0.4690, 0.4030, 0.4529, 0.4404, 0.4886, 0.4632, 0.3973, 0.4892]}

| no. | calculated total energy (eV) |
| --- | --- |
| 1 | -887911.540 |
| 2 | -111615.951 |